[1]
# C21H23N3O2S

One molecule with the formula C21H23N3O2S (wB97M-V/def2-TZVPD, the OMol25 dataset).

Each line ends with the natural charge from an NBO analysis.
Positions of all 50 atoms, in Å:
C -2.775 0.378 7.300  -0.71
S -2.725 -1.001 6.057  0.22
C -2.329 -0.007 4.651  -0.17
C -3.152 1.076 4.320  -0.24
C -2.800 1.939 3.265  -0.20
C -1.679 1.725 2.465  -0.23
C -0.928 0.536 2.696  0.06
C 0.103 0.196 1.718  -0.13
C 1.330 -0.279 2.166  -0.16
C 2.304 -0.786 1.270  -0.25
C 2.114 -0.739 -0.096  0.31
C 0.931 -0.165 -0.609  -0.08
C -0.076 0.216 0.312  -0.11
C 0.768 0.025 -2.140  -0.02
C 2.095 -0.255 -2.849  -0.42
C 2.856 -1.456 -2.273  0.27
C 4.272 -1.506 -2.924  -0.61
C 2.177 -2.805 -2.505  -0.64
O 3.137 -1.224 -0.895  -0.51
N -0.299 -0.864 -2.670  -0.55
C -1.163 -0.072 -3.250  0.57
N -2.232 -0.665 -3.829  -0.80
N -0.904 1.265 -3.258  -0.47
C -1.533 2.305 -4.037  -0.40
C 0.297 1.440 -2.567  0.71
O 0.701 2.513 -2.228  -0.56
C -1.236 -0.313 3.797  -0.24
H -1.798 0.887 7.256  0.22
H -3.535 1.078 7.079  0.21
H -2.893 -0.047 8.292  0.23
H -3.992 1.271 4.951  0.21
H -3.383 2.825 3.059  0.21
H -1.432 2.390 1.641  0.22
H 1.604 -0.276 3.211  0.21
H 3.213 -1.180 1.662  0.22
H -0.991 0.607 -0.102  0.20
H 1.930 -0.376 -3.944  0.22
H 2.738 0.600 -2.660  0.23
H 4.951 -2.145 -2.294  0.22
H 4.713 -0.508 -2.982  0.21
H 4.195 -1.895 -3.917  0.21
H 2.816 -3.611 -2.146  0.21
H 1.990 -2.959 -3.589  0.21
H 1.203 -2.885 -2.046  0.24
H -2.660 -0.127 -4.591  0.38
H -2.181 -1.676 -3.945  0.42
H -1.892 3.140 -3.433  0.23
H -2.343 1.882 -4.651  0.20
H -0.852 2.721 -4.773  0.21
H -0.657 -1.192 4.033  0.23

Summary:
Frontier orbital gap (eV): 8.4980
LUMO energy (Eh): 0.0174
ΔE to the lowest compared entry with this formula, charge and spin (kJ/mol): 106.19
Net charge: 0
Structure (SMILES): CSc1cccc(-c2ccc3c(c2)[C@@]2(CC(C)(C)O3)N=C(N)N(C)C2=O)c1

[2]
# C8H5ClNO6S

A 2-piece molecular cluster, C8H5ClNO6S overall (wB97M-V/def2-TZVPD, the OMol25 dataset).

Each line ends with the natural charge from an NBO analysis.
Positions of all 22 atoms, in Å:
O -3.571 2.446 -0.057  -0.52
C -3.321 1.173 0.262  0.66
N -4.223 0.104 0.896  -0.72
C -3.389 -0.477 2.057  0.67
O -3.821 -0.760 3.289  -0.52
C -1.933 -0.627 1.325  -0.18
C -0.634 -1.586 1.585  -0.17
C 0.648 -1.422 0.541  -0.19
S 2.183 -2.512 0.751  -0.04
C 0.687 -0.370 -0.733  -0.13
C -0.630 0.635 -0.967  -0.20
C -1.867 0.442 0.087  -0.12
H -4.186 -0.642 0.148  0.39
H -0.657 -2.367 2.473  0.26
H 3.073 -1.677 1.485  0.17
H 1.611 -0.316 -1.466  0.33
H -0.714 1.419 -1.831  0.27
O 3.639 2.422 -2.744  -0.87
Cl 4.149 1.308 -1.969  2.55
O 4.489 1.763 -0.635  -0.87
O 5.332 0.772 -2.613  -0.86
O 3.135 0.274 -1.883  -0.91

Summary:
Frontier orbital gap (eV): 7.2691
LUMO energy (Eh): 0.0321
Net charge: -1

[3]
# CH3N2OP

A 2-piece molecular cluster, CH3N2OP overall (wB97M-V/def2-TZVPD, the OMol25 dataset).

Each line ends with the natural charge from an NBO analysis.
Positions of all 8 atoms, in Å:
C -1.647 -0.038 0.193  0.28
N 1.219 -1.564 -0.742  0.00
N 1.743 -0.532 -0.519  -0.31
O -2.504 0.643 -0.283  -0.48
P 2.374 0.854 -0.130  0.32
H -1.033 0.491 1.056  0.08
H -1.280 -0.975 -0.162  0.13
H 1.127 1.121 0.587  -0.01

Summary:
Frontier orbital gap (eV): 8.4683
LUMO energy (Eh): -0.0142
ΔE to the lowest compared entry with this formula, charge and spin (kJ/mol): 324.70
Net charge: 0

[4]
# C4H7N3

One molecule with the formula C4H7N3 (wB97M-V/def2-TZVPD, the OMol25 dataset).

Each line ends with the natural charge from an NBO analysis.
Positions of all 14 atoms, in Å:
N -3.195 0.356 -0.237  -0.30
C -2.165 -0.113 -0.017  0.26
C -0.777 -0.170 0.260  -0.01
N -0.213 1.032 0.724  -0.44
N -0.003 2.042 -0.238  -0.69
C 0.101 -1.128 -0.728  -0.42
C -0.081 -1.419 0.710  -0.41
H 0.562 0.846 1.355  0.36
H 0.244 1.638 -1.138  0.34
H -0.736 2.827 -0.290  0.38
H 1.017 -0.510 -1.012  0.22
H -0.336 -1.876 -1.448  0.24
H -0.719 -2.187 1.117  0.24
H 0.856 -1.250 1.247  0.22

Summary:
Frontier orbital gap (eV): 9.9963
LUMO energy (Eh): 0.0330
ΔE to the lowest compared entry with this formula, charge and spin (kJ/mol): 276.80
Net charge: 0
Structure (SMILES): N#CC1(NN)CC1

[5]
# C4H7NO

One molecule with the formula C4H7NO (wB97M-V/def2-TZVPD, the OMol25 dataset).

Each line ends with the natural charge from an NBO analysis.
Positions of all 13 atoms, in Å:
C 0.539 1.665 -0.170  -0.24
N 1.075 0.882 0.932  -0.57
C 0.832 0.214 -0.343  -0.15
C -0.405 -0.643 -0.536  0.08
C -1.040 -1.616 0.591  -0.24
O -1.411 -0.276 0.321  -0.48
H -0.513 1.947 -0.132  0.20
H 1.204 2.414 -0.593  0.20
H 0.326 0.655 1.584  0.36
H 1.739 -0.075 -0.873  0.21
H -0.605 -0.999 -1.535  0.19
H -1.742 -2.323 0.149  0.18
H 0.041 -1.798 0.545  0.24

Summary:
Frontier orbital gap (eV): 9.9869
LUMO energy (Eh): 0.0401
ΔE to the lowest compared entry with this formula, charge and spin (kJ/mol): 505.84
Net charge: 0
Structure (SMILES): C1N[C@H]1[C@H]1CO1

[6]
# C14H22BBrNO9S2

A 3-piece molecular cluster, C14H22BBrNO9S2 overall (wB97M-V/def2-TZVPD, the OMol25 dataset).

Each line ends with the natural charge from an NBO analysis.
Positions of all 50 atoms, in Å:
C 2.760 -0.288 1.571  -0.66
C 1.303 0.240 1.020  -0.06
C 0.906 1.838 1.126  -0.24
C -0.567 2.306 0.501  -0.30
C -1.616 1.243 -0.203  -0.25
C -1.242 -0.372 -0.298  -0.27
C 0.235 -0.795 0.331  0.08
C 0.619 -2.416 0.180  -0.67
B 0.944 -2.613 -1.454  0.23
N -0.264 -3.215 -2.149  -1.09
C 2.367 -3.411 -1.734  -0.69
C 3.011 -2.693 -3.100  0.53
O 2.683 -3.155 -4.313  -0.61
Br 4.247 -1.099 -2.980  -0.08
H 2.683 -0.847 2.598  0.22
H 3.203 -1.042 0.768  0.24
H 3.451 0.670 1.652  0.22
H 1.666 2.573 1.630  0.24
H -0.840 3.442 0.577  0.20
H -2.614 1.680 -0.642  0.21
H -1.971 -1.159 -0.811  0.27
H -0.254 -3.121 0.552  0.22
H 1.568 -2.714 0.810  0.19
H 1.089 -1.522 -1.928  -0.08
H -0.732 -2.402 -2.651  0.36
H 0.125 -3.839 -2.889  0.35
H 3.154 -3.280 -0.862  0.22
H 2.091 -4.528 -1.947  0.23
C 1.820 7.126 2.450  -0.10
C 2.767 7.112 1.253  -0.10
O 3.853 6.276 1.646  -0.67
S 3.294 5.118 2.650  2.50
O 3.063 3.920 1.873  -0.87
O 4.091 5.133 3.854  -0.88
O 1.849 5.799 2.975  -0.67
H 2.178 7.807 3.229  0.19
H 0.800 7.402 2.167  0.21
H 3.124 8.111 0.993  0.21
H 2.290 6.657 0.379  0.20
C -6.330 -3.698 -0.706  -0.10
C -5.206 -3.754 0.326  -0.10
O -4.037 -4.097 -0.414  -0.66
S -4.155 -3.466 -1.914  2.50
O -3.423 -2.219 -1.937  -0.87
O -3.938 -4.523 -2.873  -0.87
O -5.748 -3.120 -1.873  -0.68
H -6.680 -4.703 -0.962  0.18
H -7.176 -3.096 -0.363  0.20
H -5.397 -4.492 1.109  0.21
H -5.042 -2.773 0.782  0.20

Summary:
Frontier orbital gap (eV): 6.0410
LUMO energy (Eh): 0.0712
Net charge: -1

[7]
# C5H3NO

One molecule with the formula C5H3NO (wB97M-V/def2-TZVPD, the OMol25 dataset).

Each line ends with the natural charge from an NBO analysis.
Positions of all 10 atoms, in Å:
C 2.217 0.024 0.486  -0.18
C 1.172 -0.364 0.034  -0.04
C -0.129 -0.818 -0.460  -0.56
C -1.258 -0.056 0.215  0.52
O -2.120 -0.565 0.881  -0.44
C -1.257 1.409 -0.016  0.16
N -1.283 2.545 -0.229  -0.23
H 3.147 0.366 0.884  0.24
H -0.202 -0.661 -1.544  0.26
H -0.287 -1.880 -0.250  0.27

Summary:
Frontier orbital gap (eV): 10.2280
LUMO energy (Eh): -0.0194
ΔE to the lowest compared entry with this formula, charge and spin (kJ/mol): 171.79
Net charge: 0
Structure (SMILES): C#CCC(=O)C#N

[8]
# C16H72NO31S

A 23-piece molecular cluster, C16H72NO31S overall (wB97M-V/def2-TZVPD, the OMol25 dataset).

Each line ends with the Löwdin charge.
Positions of all 121 atoms, in Å:
C 5.800 1.179 1.897  -0.07
C 4.897 2.319 1.447  -0.14
C 4.471 2.092 0.014  -0.48
O 4.786 1.122 -0.624  0.11
O 3.728 3.058 -0.588  -0.01
C 2.391 3.279 -0.063  -0.14
C 1.345 2.777 -1.044  -0.09
C 0.179 1.960 -0.438  -0.35
C -0.584 2.881 0.546  -0.11
C -2.003 2.495 0.967  -0.18
C -2.131 1.467 2.099  -0.22
C -3.550 1.576 2.666  -0.24
S -3.871 0.499 4.029  0.64
O -4.651 -0.615 3.561  -0.28
O -2.717 0.216 4.827  -0.26
O -4.830 1.402 4.950  -0.18
C 0.821 0.757 0.329  -0.59
O 0.365 0.591 1.487  -0.03
O 1.696 0.089 -0.286  -0.01
N -0.577 1.438 -1.585  -0.12
C -1.323 2.416 -2.360  -0.09
C -1.362 0.221 -1.323  -0.16
C -0.609 -1.062 -1.699  -0.14
C -0.671 -2.130 -0.590  -0.08
C 0.528 -3.003 -0.493  -0.53
O 1.182 -3.188 0.484  0.12
O 0.866 -3.631 -1.648  0.04
H 5.996 1.264 2.963  0.08
H 6.727 1.227 1.343  0.05
H 5.319 0.228 1.686  0.08
H 3.982 2.383 2.034  0.10
H 5.419 3.273 1.474  0.12
H 2.267 2.852 0.931  0.12
H 2.288 4.357 0.036  0.11
H 1.833 2.130 -1.767  0.12
H 0.936 3.625 -1.593  0.10
H -0.594 3.906 0.168  0.11
H 0.015 2.898 1.456  0.12
H -2.478 3.421 1.314  0.11
H -2.608 2.166 0.120  0.10
H -1.953 0.468 1.713  0.10
H -1.414 1.648 2.894  0.12
H -4.291 1.360 1.899  0.12
H -3.669 2.610 2.995  0.11
H -5.099 2.184 4.446  0.06
H -1.225 2.209 -3.429  0.09
H -0.966 3.428 -2.190  0.07
H -2.398 2.414 -2.142  0.07
H -1.715 0.147 -0.293  0.10
H -2.251 0.299 -1.949  0.10
H 0.420 -0.759 -1.857  0.07
H -0.976 -1.460 -2.642  0.10
H -0.807 -1.711 0.402  0.11
H -1.505 -2.794 -0.841  0.13
H 1.484 -4.351 -1.416  0.08
O 8.713 0.769 -0.130  -0.06
H 7.801 0.870 -0.430  0.01
H 9.225 0.774 -0.944  0.03
O 6.687 2.951 -2.165  -0.06
H 6.734 3.055 -3.119  0.03
H 6.095 2.199 -2.027  0.01
O -5.550 4.018 5.891  -0.04
H -4.898 4.404 6.486  0.06
H -5.599 3.096 6.169  0.04
O 3.741 -2.927 -2.222  -0.05
H 2.789 -2.784 -2.306  0.01
H 3.873 -2.968 -1.268  0.05
O 1.777 -6.297 -1.357  -0.03
H 1.449 -6.913 -2.021  0.05
H 1.320 -6.549 -0.546  0.06
O 1.196 -0.928 4.191  -0.04
H 0.616 -0.513 3.534  0.06
H 1.466 -1.742 3.753  0.09
O -6.279 -3.261 3.630  -0.07
H -5.832 -2.410 3.710  0.00
H -6.314 -3.589 4.537  0.00
O -1.111 -5.593 -2.673  -0.06
H -0.368 -5.084 -2.311  -0.01
H -0.931 -5.642 -3.616  0.03
O 0.042 -0.548 6.418  -0.08
H -0.828 -0.239 6.131  0.00
H 0.486 -0.837 5.606  -0.04
O -3.369 -1.307 -3.650  -0.05
H -3.074 -1.493 -4.549  0.00
H -4.006 -1.996 -3.443  0.04
O -2.583 -2.060 -6.590  -0.06
H -3.408 -2.016 -7.082  0.04
H -1.901 -2.264 -7.245  0.01
O -8.207 5.057 4.730  -0.07
H -7.305 4.818 4.980  -0.01
H -8.471 4.390 4.090  0.03
O 0.047 -2.973 -7.315  -0.05
H 0.467 -2.399 -6.660  0.08
H -0.004 -3.829 -6.876  0.07
O 0.674 -0.248 -9.239  -0.05
H 1.096 0.337 -8.601  0.05
H 0.613 -1.093 -8.782  0.00
O -7.991 -3.056 6.114  -0.05
H -8.748 -3.403 5.634  0.04
H -8.278 -2.990 7.029  0.04
O -4.679 -5.473 5.505  -0.06
H -3.861 -5.015 5.723  0.04
H -4.769 -5.352 4.553  0.03
O -0.203 2.515 7.301  -0.07
H 0.328 2.669 8.086  0.03
H 0.141 1.684 6.942  0.00
O 3.558 5.097 2.136  -0.04
H 4.316 5.609 2.436  0.04
H 3.561 5.202 1.179  0.02
O 2.776 -3.188 -7.848  -0.07
H 1.942 -3.154 -8.326  -0.01
H 3.435 -3.372 -8.526  0.02
O 3.545 -2.078 -10.568  -0.05
H 4.118 -2.331 -11.297  0.04
H 2.764 -1.694 -10.983  0.04
O 2.427 -0.228 -2.927  -0.07
H 2.688 -0.003 -2.020  0.00
H 2.943 -1.012 -3.145  0.01
O 2.261 1.575 3.982  -0.06
H 1.902 1.065 3.244  0.00
H 2.042 1.071 4.770  0.01

Summary:
Frontier orbital gap (eV): 6.9671
LUMO energy (Eh): 0.0545
Net charge: -1